# 1
Computed, not measured: a cluster of 2 separate species, C3H11NS2 in total, with ωB97M-V with the def2-TZVPD basis set.

As for the LUMO energy: 0.08 eV. The value obtained for the frontier orbital gap is 8.494 eV. The energy relative to the best compared isomer or geometry (same formula, charge and spin) is 23.6 kcal per mole. For the HOMO energy, the calculation gives -8.418 eV. The value obtained for the strongest force on any atom is 2.4 eV/A. The multiplicity is 1. The SMILES is CNC.CSS.

Geometry (Å):
C 0.519 2.774 -1.198
N 1.011 2.044 -0.060
C 0.897 2.851 1.155
H 1.003 3.761 -1.220
H -0.552 2.854 -1.271
H 0.720 2.260 -2.175
H 0.519 1.146 -0.057
H 0.016 3.506 1.214
H 0.914 2.226 2.045
H 1.707 3.585 1.139
C -2.057 -1.464 -0.163
S -0.551 -0.927 0.750
S 0.613 -2.197 -0.537
H -1.938 -1.063 -1.175
H -2.091 -2.539 -0.275
H -2.896 -0.918 0.263
H 0.210 -3.384 -0.060

Forces on atoms 1 to 2 (eV/Å):
C 0.7766 -0.2162 -1.6174
N -0.3569 -0.3219 -0.1558


# 2
Computed, not measured: a cluster of 2 separate species, C4H6FNO in total, with ωB97M-V with the def2-TZVPD basis set.

As for the LUMO energy: 0.64 eV. The value obtained for the frontier orbital gap is 9.076 eV. The energy relative to the best compared isomer or geometry (same formula, charge and spin) is 96.4 kcal per mole. For the HOMO energy, the calculation gives -8.435 eV. The value obtained for the strongest force on any atom is 3.6 eV/A. The multiplicity is 1. The SMILES is C=C(N)O.C#CF.

Geometry (Å):
C -0.734 -0.701 0.845
C 0.356 0.008 1.150
N 1.666 -0.438 1.207
O 0.209 1.388 1.115
H -0.766 -1.714 0.586
H -1.711 -0.257 0.993
H 1.500 -1.374 1.030
H 2.110 -0.056 0.307
H 0.965 1.914 1.351
C -1.424 0.706 -2.122
C -0.532 -0.073 -2.078
F 0.358 -0.971 -1.831
H -1.999 1.567 -2.554

Forces on atoms 1 to 2 (eV/Å):
C -0.5101 1.1543 1.4158
C -1.3007 2.0140 -1.2338


Q: Which of these has the lowest strongest force on any atom?
A: C3H11NS2


Q: Among the records above, which one has the highest frontier orbital gap?
A: C4H6FNO


Q: Number 2 is which compound?
A: C4H6FNO